# C29H44BrCdN3P2S

A structure of composition C29H44BrCdN3P2S at a distorted geometry (ωB97M-V with the def2-TZVPD basis set, the Open Molecules 2025 dataset).

Geometry as XYZ:
```
81
Properties=species:S:1:pos:R:3:lowdin_charge:R:1
C -1.359 -0.555 -6.334 0.007
C -0.037 -0.181 -6.017 -0.245
C 0.830 0.187 -7.062 -0.002
C 0.372 0.040 -8.380 -0.094
N -0.868 -0.362 -8.659 0.092
C -1.718 -0.663 -7.681 -0.093
C 0.365 -0.248 -4.620 -0.089
C 0.062 -0.980 -3.596 -0.151
C -0.387 -2.076 -2.811 -0.253
C -1.285 -1.820 -1.749 0.016
C -1.196 -2.559 -0.582 -0.084
C -0.294 -3.628 -0.509 -0.645
C 0.410 -4.049 -1.657 -0.079
C 0.349 -3.289 -2.816 0.007
Cd 1.403 0.455 -2.843 1.495
P -0.476 2.353 1.387 0.896
H 1.843 0.543 -6.870 0.116
H -2.083 -0.777 -5.552 0.122
H 1.025 0.247 -9.230 0.126
H -2.715 -1.007 -7.956 0.126
H 0.916 -3.562 -3.706 0.141
H -1.962 -0.971 -1.827 0.140
H 1.026 -4.948 -1.617 0.124
H -1.752 -2.238 0.302 0.054
C -0.066 2.510 3.202 -0.417
C 0.529 3.822 3.707 -0.149
H 0.638 1.682 3.392 0.050
H -0.990 2.257 3.749 0.076
H 0.703 3.741 4.787 0.081
H 1.498 4.043 3.241 0.061
H -0.144 4.675 3.554 0.065
C 0.275 3.853 0.608 -0.449
C -0.173 4.099 -0.837 -0.169
H 1.367 3.693 0.631 0.052
H 0.054 4.723 1.243 0.069
H 0.650 4.557 -1.399 0.067
H -0.457 3.176 -1.359 0.029
H -1.018 4.798 -0.886 0.077
C -2.266 2.817 1.394 -0.434
C -2.613 4.191 1.961 -0.143
H -2.780 2.017 1.952 0.056
H -2.586 2.740 0.342 0.065
H -3.693 4.354 1.853 0.079
H -2.380 4.274 3.030 0.069
H -2.111 5.009 1.428 0.063
Br 0.035 -4.464 1.118 0.948
P 3.417 -0.488 0.515 1.049
C 2.850 1.223 0.961 -0.436
C 3.903 2.025 1.715 -0.143
H 1.928 1.125 1.556 0.015
H 2.581 1.742 0.031 0.049
H 3.526 3.032 1.939 0.068
H 4.168 1.543 2.665 0.083
H 4.818 2.131 1.117 0.076
C 2.211 -1.541 1.463 -0.406
C 3.013 -2.544 2.292 -0.178
H 1.540 -2.063 0.768 0.023
H 1.584 -0.912 2.110 0.072
H 2.374 -3.089 2.994 0.067
H 3.516 -3.271 1.642 0.074
H 3.793 -2.030 2.866 0.071
C 2.831 -0.658 -1.201 -0.546
C 3.989 -0.540 -2.200 -0.184
H 2.121 0.230 -1.132 -0.021
H 2.287 -1.610 -1.304 0.071
H 3.674 -0.785 -3.227 0.052
H 4.411 0.476 -2.212 0.087
H 4.781 -1.255 -1.933 0.095
C -3.745 -1.416 5.335 -0.035
N -3.629 -2.448 4.317 -0.138
C -4.291 -3.660 4.334 -0.039
C -3.917 -4.332 3.209 -0.070
N -3.030 -3.517 2.534 0.038
C -2.829 -2.326 3.206 -0.810
S -1.860 -1.018 2.840 0.557
H -2.752 -1.017 5.565 0.075
H -4.376 -0.590 4.988 0.100
H -4.191 -1.867 6.224 0.097
H -4.945 -3.929 5.145 0.128
H -4.217 -5.294 2.831 0.118
H -2.477 -3.799 1.723 0.065
```

## Properties
Total charge: +2
Energy relative to the best compared isomer or geometry (same formula, charge and spin) (kJ/mol): 151.1
E_LUMO (eV): -8.61
Orbital gap (eV): 3.09
Energy (a.u.): -5117.5883
HOMO level (eV): -11.7



# C30H72N15O3P3

A cluster of 9 separate species, C30H72N15O3P3 in total at a distorted geometry (ωB97M-V with the def2-TZVPD basis set, the Open Molecules 2025 dataset).

Geometry as XYZ:
```
123
Properties=species:S:1:pos:R:3:lowdin_charge:R:1
O 0.911 5.888 3.704 -0.304
P -0.352 5.128 3.375 0.625
N -1.691 6.133 3.222 -0.343
C -2.348 6.781 4.324 -0.121
C -1.862 6.827 1.936 -0.084
N -0.872 3.994 4.566 -0.324
C 0.180 3.272 5.240 -0.141
C -2.135 3.259 4.562 -0.116
N -0.348 4.102 1.955 -0.291
C 0.945 3.744 1.311 -0.095
C -1.481 3.668 1.163 -0.140
H -2.165 6.288 5.279 0.083
H -3.398 6.756 4.031 0.080
H -2.078 7.837 4.362 0.084
H -2.714 7.491 2.075 0.080
H -2.157 6.105 1.174 0.061
H -0.950 7.403 1.779 0.091
H 0.973 2.992 4.546 0.057
H 0.652 3.976 5.925 0.079
H -0.060 2.334 5.741 0.083
H -2.389 3.098 5.610 0.085
H -2.886 3.908 4.113 0.066
H -2.047 2.334 3.992 0.066
H 1.761 4.268 1.808 0.073
H 1.082 2.671 1.175 0.063
H 0.839 4.220 0.336 0.076
H -2.392 3.810 1.744 0.073
H -1.433 2.594 0.988 0.065
H -1.505 4.123 0.173 0.082
O 2.342 -3.072 2.438 -0.314
P 2.454 -1.892 3.357 0.633
N 2.986 -2.277 4.929 -0.308
C 2.724 -1.433 6.129 -0.092
C 4.181 -3.074 4.995 -0.138
N 0.927 -1.039 3.561 -0.285
C 0.551 0.186 2.875 -0.131
C -0.199 -1.820 4.112 -0.113
N 3.560 -0.640 2.904 -0.309
C 4.053 0.430 3.768 -0.107
C 4.233 -0.781 1.625 -0.126
H 3.185 -0.448 6.045 0.054
H 3.184 -1.929 6.983 0.078
H 1.678 -1.312 6.409 0.067
H 4.207 -3.676 5.903 0.085
H 5.094 -2.498 4.845 0.075
H 4.212 -3.753 4.143 0.074
H 1.298 0.979 2.825 0.052
H 0.285 -0.061 1.847 0.061
H -0.354 0.627 3.292 0.062
H 0.183 -2.270 5.029 0.062
H -1.024 -1.141 4.326 0.071
H -0.548 -2.555 3.387 0.057
H 4.778 -0.034 4.437 0.078
H 4.426 1.217 3.112 0.085
H 3.248 0.968 4.269 0.066
H 4.534 -1.823 1.510 0.070
H 5.098 -0.119 1.593 0.077
H 3.665 -0.520 0.732 0.069
O 2.323 -0.618 -5.208 -0.292
P 2.366 -2.064 -4.821 0.641
N 3.912 -2.836 -4.928 -0.290
C 4.192 -4.307 -5.176 -0.098
C 5.111 -2.037 -4.526 -0.110
N 1.340 -3.096 -5.833 -0.302
C 1.434 -2.824 -7.288 -0.115
C 0.010 -3.460 -5.377 -0.127
N 1.922 -2.537 -3.235 -0.317
C 1.234 -1.539 -2.410 -0.112
C 2.068 -3.898 -2.699 -0.093
H 4.021 -4.846 -4.244 0.049
H 5.163 -4.493 -5.637 0.078
H 3.461 -4.742 -5.858 0.063
H 5.045 -1.457 -3.606 0.068
H 5.244 -1.335 -5.349 0.073
H 6.000 -2.647 -4.371 0.073
H 1.199 -1.781 -7.500 0.072
H 2.409 -3.056 -7.716 0.075
H 0.676 -3.393 -7.826 0.076
H -0.682 -2.658 -5.634 0.070
H -0.250 -4.401 -5.863 0.087
H -0.103 -3.573 -4.298 0.057
H 1.982 -0.750 -2.334 0.076
H 0.318 -1.150 -2.856 0.049
H 0.998 -1.920 -1.416 0.076
H 1.088 -4.156 -2.298 0.063
H 2.899 -3.972 -1.998 0.091
H 2.302 -4.585 -3.513 0.054
C -2.104 -0.043 -0.626 -0.075
C -2.386 -0.602 0.675 -0.318
N -2.555 -0.962 1.691 0.181
H -2.629 0.867 -0.915 0.069
H -2.388 -0.869 -1.278 0.041
H -1.027 0.067 -0.760 0.072
C -0.048 1.157 -3.885 -0.116
C -0.421 2.456 -4.423 -0.309
N -0.735 3.526 -4.758 0.114
H 0.989 1.166 -3.549 0.072
H -0.002 0.509 -4.760 0.070
H -0.768 0.808 -3.145 0.033
C -1.022 -4.130 0.199 -0.057
C -1.684 -3.637 -0.951 -0.260
N -2.223 -3.170 -1.890 0.173
H -0.984 -3.477 1.071 0.072
H -0.042 -4.412 -0.187 0.080
H -1.484 -5.029 0.607 0.096
C -6.002 -0.150 1.985 -0.073
C -5.781 -0.013 0.524 -0.238
N -5.517 0.171 -0.599 0.140
H -6.906 -0.710 2.225 0.078
H -5.883 0.720 2.631 0.082
H -5.223 -0.807 2.370 0.054
C -3.593 -1.833 -4.669 -0.087
C -4.929 -2.235 -4.228 -0.295
N -5.978 -2.580 -3.895 0.117
H -3.590 -1.669 -5.747 0.086
H -2.881 -2.624 -4.436 0.039
H -3.357 -1.005 -4.001 0.043
C -5.734 1.949 -3.902 -0.065
C -4.273 1.770 -3.843 -0.219
N -3.147 1.553 -3.677 0.167
H -6.014 2.697 -3.159 0.079
H -6.370 1.128 -3.573 0.077
H -6.034 2.298 -4.890 0.080
```

## Properties
Total charge: 0
Energy relative to the best compared isomer or geometry (same formula, charge and spin) (kJ/mol): 0.0
E_LUMO (eV): 0.38
Orbital gap (eV): 8.66
Energy (a.u.): -3257.3831
HOMO level (eV): -8.3



# C50H71BF4N2O7S

A cluster of 5 separate species, C50H71BF4N2O7S in total at a distorted geometry (ωB97M-V with the def2-TZVPD basis set, the Open Molecules 2025 dataset).

Geometry as XYZ:
```
136
Properties=species:S:1:pos:R:3:lowdin_charge:R:1
C 6.039 2.667 0.485 -0.108
C 6.901 3.929 0.402 -0.266
C 6.170 5.212 0.856 -0.207
C 5.977 6.266 -0.235 -0.192
C 5.381 5.752 -1.558 -0.201
C 3.879 6.058 -1.731 -0.172
C 3.055 5.098 -0.848 -0.165
C 2.321 3.986 -1.631 -0.156
C 0.807 3.923 -1.462 -0.373
C 0.320 3.810 -0.006 -0.032
B 1.214 3.001 1.022 -0.609
O 1.067 3.344 2.361 0.155
O 2.073 1.958 0.700 0.151
C 0.244 2.822 -2.451 -0.231
C -0.001 1.433 -1.827 -0.138
C 1.223 0.505 -1.865 -0.176
C 1.163 -0.593 -0.761 -0.165
C 0.844 -1.964 -1.374 -0.184
N 2.096 -2.559 -1.925 0.063
C 2.342 -3.873 -1.523 -0.527
C 2.720 -4.850 -2.630 -0.001
O 2.277 -4.235 -0.358 0.049
C -1.002 3.287 -3.225 -0.109
C -1.936 4.101 -2.353 -0.327
C -3.306 4.244 -3.025 -0.124
C -4.343 3.231 -2.501 -0.180
C -5.643 3.870 -1.994 -0.174
C -6.157 3.156 -0.733 -0.205
N -7.591 3.385 -0.538 -0.113
C -8.384 2.517 -1.428 -0.053
C -7.949 3.099 0.810 -0.483
C -9.297 3.628 1.273 -0.002
O -7.237 2.471 1.586 0.072
O -1.401 5.441 -2.257 -0.174
S 0.187 5.550 -2.070 0.695
O 0.764 5.809 -3.362 -0.256
O 0.424 6.576 -1.096 -0.261
H 5.534 2.565 1.446 0.072
H 6.697 1.799 0.408 0.069
H 5.345 2.571 -0.352 0.060
H 7.745 3.769 1.070 0.093
H 7.289 4.026 -0.606 0.090
H 5.218 4.903 1.292 0.088
H 6.726 5.643 1.689 0.105
H 5.308 7.029 0.168 0.108
H 6.929 6.762 -0.420 0.104
H 5.474 4.668 -1.651 0.098
H 5.960 6.163 -2.386 0.107
H 3.660 5.887 -2.782 0.104
H 3.715 7.096 -1.456 0.112
H 2.413 5.635 -0.156 0.109
H 3.790 4.592 -0.221 0.077
H 2.775 3.026 -1.409 0.100
H 2.509 4.155 -2.691 0.112
H 0.156 4.786 0.444 0.114
H -0.663 3.335 0.003 0.109
H 1.836 3.788 2.722 0.104
H 2.984 2.266 0.749 0.096
H 1.015 2.680 -3.209 0.142
H -0.738 0.946 -2.468 0.112
H -0.445 1.454 -0.835 0.107
H 2.145 1.056 -1.712 0.088
H 1.261 -0.019 -2.819 0.105
H 0.401 -0.337 -0.029 0.106
H 2.141 -0.654 -0.297 0.107
H 0.395 -2.629 -0.660 0.081
H 0.155 -1.808 -2.204 0.117
H 2.092 -2.526 -2.933 0.107
H 3.541 -5.456 -2.259 0.081
H 1.850 -5.461 -2.850 0.083
H 3.062 -4.325 -3.519 0.070
H -0.734 3.877 -4.098 0.128
H -1.565 2.430 -3.592 0.124
H -2.120 3.645 -1.383 0.137
H -3.223 4.229 -4.109 0.124
H -3.664 5.238 -2.755 0.114
H -3.925 2.585 -1.727 0.106
H -4.621 2.572 -3.324 0.112
H -5.494 4.914 -1.720 0.109
H -6.412 3.864 -2.764 0.104
H -5.935 2.089 -0.842 0.117
H -5.584 3.533 0.108 0.127
H -7.890 1.558 -1.594 0.097
H -8.578 3.002 -2.381 0.083
H -9.348 2.325 -0.961 0.083
H -9.871 4.012 0.435 0.073
H -9.096 4.402 2.006 0.087
H -9.825 2.794 1.725 0.085
F 9.476 4.926 -0.472 0.048
C 10.563 4.345 0.073 -0.289
C 10.741 2.985 -0.080 -0.018
C 11.862 2.391 0.481 -0.082
C 12.779 3.156 1.189 -0.097
C 12.577 4.522 1.333 -0.083
C 11.463 5.127 0.769 -0.016
H 10.011 2.406 -0.629 0.117
H 12.020 1.327 0.365 0.105
H 13.650 2.688 1.627 0.101
H 13.288 5.119 1.888 0.105
H 11.290 6.191 0.864 0.118
F -1.733 -2.610 -0.390 0.041
C -2.297 -3.782 -0.017 -0.271
C -3.530 -3.763 0.603 -0.008
C -4.107 -4.966 0.982 -0.071
C -3.441 -6.162 0.747 -0.089
C -2.199 -6.155 0.126 -0.080
C -1.619 -4.958 -0.265 -0.007
H -4.027 -2.819 0.784 0.120
H -5.074 -4.969 1.462 0.089
H -3.894 -7.099 1.048 0.092
H -1.675 -7.084 -0.055 0.094
H -0.653 -4.933 -0.752 0.108
F -6.429 -5.162 3.388 0.043
C -6.384 -6.365 4.000 -0.290
C -5.798 -6.461 5.245 -0.016
C -5.762 -7.699 5.873 -0.078
C -6.300 -8.815 5.247 -0.106
C -6.878 -8.695 3.992 -0.082
C -6.927 -7.461 3.360 -0.020
H -5.380 -5.579 5.712 0.118
H -5.312 -7.790 6.852 0.106
H -6.266 -9.778 5.737 0.098
H -7.293 -9.565 3.501 0.108
H -7.382 -7.344 2.385 0.117
F -4.284 -11.000 4.581 0.051
C -3.598 -10.988 3.421 -0.284
C -3.375 -12.179 2.762 -0.018
C -2.672 -12.159 1.566 -0.084
C -2.198 -10.959 1.055 -0.092
C -2.432 -9.773 1.738 -0.078
C -3.142 -9.781 2.930 -0.010
H -3.746 -13.104 3.182 0.117
H -2.493 -13.083 1.033 0.104
H -1.647 -10.948 0.124 0.101
H -2.060 -8.838 1.344 0.080
H -3.343 -8.867 3.475 0.118
```

## Properties
Total charge: 0
E_LUMO (eV): 0.47
Orbital gap (eV): 9.79
Energy (a.u.): -3406.5695
HOMO level (eV): -9.3



Which value of orbital gap does entry 3 give?
9.79 eV



Which of these has the highest energy?
C30H72N15O3P3



Which of these has the highest orbital gap?
C50H71BF4N2O7S



Look up the HOMO level of the third one.
-9.3 eV